Formula: C5H13NO
Source: the OMol25 dataset
Level of theory: ωB97M-V/def2-TZVPD

```
20
Properties=species:S:1:pos:R:3
C -0.95 -2.01 -1.75
N 0.07 -1.68 -0.82
C 0.51 -0.24 -0.92
C -0.55 0.73 -0.41
C -0.45 1.02 1.13
C 0.94 1.48 1.61
O 0.82 1.72 3.00
H -0.68 -2.05 -2.79
H -1.37 -3.00 -1.44
H -1.87 -1.47 -1.61
H 0.98 -2.08 -1.04
H 0.65 0.02 -2.01
H 1.43 0.05 -0.40
H -1.54 0.15 -0.49
H -0.80 1.59 -1.05
H -1.15 1.66 1.62
H -0.48 0.01 1.53
H 1.30 2.31 0.95
H 1.65 0.64 1.46
H 1.47 1.17 3.43
```

HOMO energy ... -9.12 eV
SMILES ... CNCCCCO
Net charge ... 0
E ... -328.2384 Eh
M ... 103.2 g mol⁻¹
Relative energy (zero: lowest compared OMol25 entry of this formula, charge and spin) ... 50.50 kcal per mole
Orbital gap ... 10.046 eV